No. 1
The ion C3H6N3S with charge +1. Source: the OMol25 dataset; level of theory: ωB97M-V/def2-TZVPD.

Calculated values
**Spin multiplicity**: 1
**Lowest unoccupied orbital energy (spin up / spin down)**: -0.17953 / -0.17954 hartree
**Frontier orbital gap (spin up / spin down)**: 8.27 / 8.26 eV
**Net charge**: +1
**Energy above the lowest of the compared OMol25 structures with the same formula, charge and spin**: 100.10 kcal/mol

Last column: Löwdin charge in e.
CARTESIAN COORDINATES (ANGSTROEM)
C1 -2.382087 1.328661 0.707418  -0.033
C2 -1.301488 1.616444 1.408137  -0.198
C3 0.215535 -0.439875 0.044726  -0.694
N1 0.233933 -0.094194 -1.191436  -0.018
N2 0.921489 -1.447844 0.683226  0.076
N3 1.162413 -0.678409 -2.020248  0.039
S1 -1.171758 -0.152739 1.050090  1.214
H1 -3.097225 1.720938 0.049677  0.091
H2 -0.838597 2.383027 2.007351  0.110
H3 1.471561 -1.898934 -0.042693  0.093
H4 1.297844 -1.403985 1.618438  0.111
H5 1.438439 0.031915 -2.712054  0.116
H6 2.049942 -0.965007 -1.602633  0.091

Forces on atoms 1 to 3 (eV/Å):
C 4.70 -0.31 1.65
C -2.59 -0.83 -1.00
C 0.42 -0.06 -1.27

No. 2
An isolated molecule of C6H9N3O2. Source: the OMol25 dataset; level of theory: ωB97M-V/def2-TZVPD.

Calculated values
**Spin multiplicity**: 1
**Lowest unoccupied orbital energy**: 0.03026 hartree
**Frontier orbital gap**: 9.92 eV
**Structure (SMILES)**: N[C@@H](Cc1c[nH]cn1)C(=O)O
**Energy above the lowest of the compared OMol25 structures with the same formula, charge and spin**: 34.80 kcal/mol

Last column: Löwdin charge in e.
CARTESIAN COORDINATES (ANGSTROEM)
N1 -1.435954 1.755150 0.045266  0.038
C1 -1.507229 0.476883 -0.688598  -0.324
C2 -0.242967 0.134506 -1.360297  -0.143
C3 1.074632 0.113113 -0.705613  -0.353
C4 1.718889 -1.068262 -0.514884  0.021
N2 2.793330 -0.729232 0.475760  0.079
C5 2.524919 0.612232 0.833692  -0.131
N3 1.517928 1.115864 0.098336  0.076
C6 -1.862709 -0.656091 0.251293  -0.461
O1 -1.761664 -1.779556 -0.093739  0.129
O2 -2.160779 -0.254676 1.560486  0.087
H1 -0.426892 2.034006 0.216643  0.082
H2 -1.689648 2.508344 -0.613369  0.090
H3 -2.309744 0.493319 -1.401610  0.151
H4 -0.385009 -0.922265 -1.653451  0.116
H5 -0.175829 0.947252 -2.231808  0.169
H6 1.410261 -1.987263 -0.944782  0.106
H7 3.524679 -1.308173 0.766145  0.103
H8 3.293657 1.144930 1.351315  0.106
H9 -2.222271 0.696940 1.547855  0.060

Forces on atoms 1 to 3 (eV/Å):
N 0.91 1.59 -0.77
C -0.03 1.05 2.30
C 0.87 0.86 -4.09

No. 3
A structure of composition C2H4S4. Source: the OMol25 dataset; level of theory: ωB97M-V/def2-TZVPD.

Calculated values
**Spin multiplicity**: 1
**Lowest unoccupied orbital energy (spin up / spin down)**: -0.02968 / -0.02958 hartree
**Frontier orbital gap (spin up / spin down)**: 6.79 / 6.80 eV
**Energy above the lowest of the compared OMol25 structures with the same formula, charge and spin**: 91.42 kcal/mol

Last column: Löwdin charge in e.
CARTESIAN COORDINATES (ANGSTROEM)
C1 -1.085478 -0.285712 0.100165  -1.073
C2 0.772113 0.035047 -0.701707  -1.091
S1 -0.747604 -1.103600 1.624677  0.589
S2 -1.805272 1.222782 0.087467  0.619
S3 0.722628 0.849365 -2.198004  0.679
S4 2.099572 -1.034630 -0.416070  0.673
H1 0.201164 -2.090703 1.000924  -0.085
H2 -1.842559 1.789000 1.378940  -0.097
H3 -0.145815 1.907339 -1.879185  -0.117
H4 1.831251 -1.288888 1.002794  -0.096

Forces on atoms 1 to 3 (eV/Å):
C 3.15 -0.48 0.25
C -0.81 -0.32 0.48
S 1.37 -1.37 -1.63

Number 1: maximum force 5.0 eV/A, DFT total energy -679.951428 a.u.. Number 2: maximum force 5.5 eV/A, DFT total energy -548.765915 a.u.. Number 3: maximum force 3.2 eV/A, DFT total energy -1671.165005 a.u..